73
Properties=species:S:1:pos:R:3:forces:R:3 method="wB97M-V/def2-TZVPD" homo_lumo_gap_ha=0.2665 total_energy_ev=-198236.6216 lumo_energy_ev=-1.39 spin_multiplicity=1
S 2.3989 -0.7055 3.3558 0.4 -0.2 0.0
Br -2.6491 -1.4559 -2.3087 1.0 1.3 0.5
Br 0.8150 -2.0447 -1.9722 -0.5 1.2 0.1
C 2.0391 -0.5822 1.8395 -1.3 0.6 -1.2
N 1.6940 -0.4652 0.6915 0.1 0.6 0.1
C -1.2926 -0.0623 -1.7733 1.8 -2.3 -0.1
C 0.8161 0.2997 -0.2323 -1.0 -2.1 1.8
C -0.1825 -0.7315 -0.8502 -1.1 0.2 -0.4
H -1.7313 0.7718 -1.3247 -1.3 0.9 1.2
H -0.8112 0.3470 -2.6493 0.0 -0.4 -0.6
H 0.2063 1.0047 0.3371 -0.1 -0.1 0.2
H 1.3917 0.8803 -0.8987 0.7 0.1 -1.2
H -0.6855 -1.3203 -0.0202 0.8 0.7 -1.0
O -0.3207 -1.3837 5.7699 -1.8 -0.2 0.9
H -0.7373 -0.8306 6.5077 0.6 -1.5 -1.6
H -0.9382 -2.1602 5.5712 1.1 1.7 0.7
O -3.1149 2.3944 -3.6058 -0.6 1.7 0.1
H -2.9217 2.8116 -2.7045 -0.5 -0.3 -1.6
H -3.5645 3.0911 -4.1857 1.0 -1.4 1.6
O 1.3660 -4.8775 -0.7416 0.4 1.4 0.9
H 1.0829 -4.0314 -1.2188 0.8 -1.8 1.4
H 1.8264 -4.6143 0.1201 -1.1 -0.2 -1.9
O -3.6276 -2.2677 -5.4691 -1.5 0.6 -1.5
H -3.6124 -2.4856 -6.4570 -0.3 0.5 2.2
H -4.4908 -1.7798 -5.2672 1.8 -1.0 -0.7
O -3.9717 -4.2862 -3.4912 -1.4 0.9 -0.7
H -4.9715 -4.3567 -3.6296 2.3 0.4 0.0
H -3.6231 -3.5436 -4.0836 -1.0 -1.4 0.7
O -4.2176 1.7763 0.3672 -1.9 1.3 -0.4
H -4.7070 1.6885 -0.5140 1.0 0.2 1.9
H -4.7205 2.4397 0.9422 0.8 -1.5 -1.5
O 2.6245 3.1217 2.1323 1.2 1.6 -0.4
H 3.5075 3.0766 1.6403 -1.8 0.3 1.3
H 2.5543 4.0307 2.5711 0.5 -1.7 -1.1
O 3.8919 0.1043 6.1797 -1.8 0.0 0.3
H 3.5343 0.9407 5.7367 0.4 -1.8 0.7
H 3.1039 -0.4627 6.4650 1.6 1.4 -0.8
O 2.8003 2.1306 4.7513 -1.9 1.6 -0.4
H 1.9225 2.3822 5.1871 1.8 -0.5 -1.2
H 2.7654 2.4198 3.7823 -0.2 -0.9 1.8
O 2.9034 -4.3968 -3.7975 2.0 0.4 0.1
H 3.3993 -3.5330 -3.9751 -0.8 -2.1 0.6
H 3.5595 -5.0632 -3.4113 -1.3 1.8 -0.7
O -5.5768 -2.5877 -0.6673 0.6 -1.9 -0.1
H -4.8484 -2.8895 -1.3014 -1.5 0.2 1.5
H -5.8575 -3.3830 -0.1083 0.9 1.6 -1.4
O -1.2129 -0.9270 2.9385 0.4 1.0 1.2
H -1.5278 -0.0678 2.5068 0.7 -1.1 0.9
H -0.8294 -0.7010 3.8472 -0.8 -0.2 -1.8
O 0.1687 -3.6901 2.4166 -1.7 0.6 -0.4
H -0.5510 -4.0645 1.8119 1.4 1.1 1.4
H -0.1637 -2.8132 2.7967 0.3 -1.6 -1.2
O -2.0257 3.5352 -1.2735 0.6 -1.1 1.3
H -2.1649 3.4389 -0.2759 0.5 -0.1 -2.3
H -1.2453 2.9493 -1.5408 -1.0 1.4 0.8
O -0.3421 3.4547 1.1290 1.8 1.7 0.5
H 0.6351 3.2014 1.1974 -1.7 0.7 0.0
H -0.4301 4.4362 1.3586 0.4 -2.1 -0.5
O 3.8831 -1.9054 -0.8530 -1.0 1.1 0.8
H 3.0087 -1.9217 -0.3441 2.0 0.3 -1.1
H 4.1804 -0.9421 -0.9380 -0.8 -2.0 0.4
O 0.4982 2.8756 -2.4893 1.3 0.9 -1.2
H 1.4128 3.0230 -2.0824 -1.8 -0.3 -0.8
H 0.5004 3.2705 -3.4209 0.0 -0.9 2.1
O 4.9375 0.4932 -1.3432 1.1 2.6 -0.8
H 4.3892 1.2534 -1.7243 1.3 -1.5 0.6
H 5.9152 0.7443 -1.4120 -2.2 -0.5 0.0
O 3.0581 3.0044 -1.5429 1.7 1.5 0.3
H 3.6225 3.1205 -0.7112 -1.2 0.0 -1.9
H 3.2739 3.7615 -2.1784 -0.1 -1.4 1.5
O -1.9205 1.4263 1.8982 -0.7 1.2 -1.3
H -2.7602 1.4324 1.3338 1.5 0.0 0.8
H -1.3386 2.2006 1.6058 -1.2 -1.3 0.5



66
Properties=species:S:1:pos:R:3:forces:R:3 method="wB97M-V/def2-TZVPD" homo_lumo_gap_ha=0.1438 total_energy_ev=-69035.0973 lumo_energy_ev=7.05 total_charge=-4 spin_multiplicity=1
Ca 2.6158 0.5103 -1.0250 -2.4 0.7 -0.3
Ca 0.3280 -0.8326 2.4781 1.1 1.9 -0.3
Ca -2.0969 1.6333 -0.9567 1.2 0.8 0.1
B -1.9327 -0.5630 -4.1536 0.3 -0.2 -0.1
H -1.0819 0.2122 -4.1239 1.2 1.1 -0.4
H -1.8465 -1.2542 -5.0890 0.0 -1.0 -1.9
H -1.6867 -1.2569 -3.2623 -0.1 -1.1 1.5
H -2.9566 -0.0316 -4.0744 -1.7 0.6 0.0
B 2.7456 1.0956 1.3668 0.4 1.0 2.0
H 2.5138 0.0093 1.2377 -0.5 -3.4 -0.5
H 3.4552 1.4055 0.5572 2.3 1.0 -1.9
H 1.7943 1.7237 1.3355 -1.1 0.8 -0.2
H 3.3665 1.2000 2.3299 0.7 0.2 1.4
B -3.7187 -0.3163 -0.9569 -1.0 -1.3 0.1
H -3.6001 0.3926 -0.0912 -0.3 1.2 2.7
H -4.8215 -0.5842 -1.1813 -1.8 -0.2 -0.1
H -3.3459 0.2723 -1.8260 0.6 0.8 -2.6
H -3.1277 -1.2932 -0.8141 1.0 -1.2 0.3
B -1.2862 -2.2716 3.4575 -1.6 -0.9 1.0
H -0.3011 -2.7941 3.5225 2.7 -1.5 0.4
H -1.3733 -1.8964 2.4120 -1.2 0.1 -2.7
H -2.1566 -2.9089 3.8565 -1.2 -1.1 0.3
H -1.2721 -1.3206 4.0489 0.2 2.2 1.7
B -1.8669 3.2676 1.1054 -0.4 1.1 1.3
H -2.0316 2.1744 1.2953 -0.4 -2.9 0.3
H -1.7743 3.5286 0.0236 -0.1 0.9 -2.7
H -2.7622 3.8077 1.6137 -1.6 0.9 0.6
H -0.9178 3.6271 1.6220 1.2 0.4 0.6
B 0.1499 1.6432 3.3813 -0.7 0.9 1.3
H -0.2906 1.1873 2.4611 -1.2 -0.8 -2.2
H 1.1446 1.1746 3.6025 2.8 -1.9 0.8
H 0.3840 2.7508 3.2301 0.3 1.4 -0.3
H -0.5559 1.5204 4.2934 -1.2 -0.5 1.4
B 1.5053 -0.7823 -2.9329 -0.1 -0.8 -1.8
H 2.0952 -1.2565 -2.1056 2.0 -1.5 2.4
H 1.1434 0.2373 -2.6585 -0.8 2.5 0.7
H 2.1449 -0.7545 -3.8985 1.2 0.1 -1.4
H 0.6048 -1.4713 -3.0933 -1.1 -0.8 -0.2
B -0.1296 0.0743 -0.1414 -0.1 0.2 -0.3
H 0.8476 -0.4757 -0.1863 2.1 -1.6 0.0
H 0.0521 1.1817 -0.0630 0.6 2.1 0.4
H -0.7060 -0.1505 -1.0766 -1.1 -0.9 -1.8
H -0.7195 -0.2679 0.7556 -1.5 -0.7 1.6
B -0.4656 2.8355 -2.4760 0.3 0.8 -1.2
H -0.0998 2.8426 -1.4235 0.6 0.4 2.5
H 0.4127 3.1541 -3.1576 1.3 0.3 -1.2
H -0.8255 1.8071 -2.7363 -0.5 -2.4 -0.9
H -1.3673 3.5309 -2.6964 -1.5 1.3 0.1
B 1.6106 4.5192 0.8857 0.2 0.1 0.0
H 1.1822 3.7143 0.1827 -0.7 -1.2 -0.9
H 1.3377 5.5559 0.4328 -0.1 1.8 -0.8
H 1.1500 4.4737 1.9394 -0.6 -0.2 1.5
H 2.7517 4.2893 0.9674 2.1 0.1 0.1
C 0.7998 -3.8372 -0.8913 -1.6 -1.4 0.4
C 2.1207 -4.1981 -0.2354 1.5 -0.1 -0.1
C 2.0744 -3.7160 1.2199 -1.7 0.0 -0.7
O 0.9408 -2.8450 1.1789 0.8 1.5 1.2
C -0.0599 -3.3290 0.2945 0.4 0.3 -1.1
H 0.2990 -4.7206 -1.3043 0.2 -0.1 0.0
H 0.8477 -3.1391 -1.7241 0.2 0.4 0.4
H 2.9225 -3.6248 -0.7097 0.0 -0.1 -0.2
H 2.4311 -5.2461 -0.2899 -0.3 -0.1 -0.1
H 3.0042 -3.2150 1.4865 -0.3 0.5 0.2
H 1.8231 -4.4542 1.9897 0.3 -0.5 -0.2
H -0.7128 -2.5267 -0.0544 0.2 0.3 0.3
H -0.7089 -4.0182 0.8450 0.3 -0.5 -0.3



85
Properties=species:S:1:pos:R:3:forces:R:3 method="wB97M-V/def2-TZVPD" homo_lumo_gap_ha=0.3497 total_energy_ev=-71130.7670 lumo_energy_ev=1.35 e_above_lowest_kcal_mol=10.8 total_charge=-1 spin_multiplicity=1
O 2.7603 -1.2059 1.5821 2.0 -1.9 1.3
C 1.8803 -0.5863 1.0906 3.8 -1.9 3.1
O 0.8639 -1.1037 0.6387 -5.1 0.4 -2.0
B 0.1268 0.0985 0.1045 -0.6 0.1 0.4
O 1.0061 1.2555 0.3060 -5.2 0.9 -1.5
C 1.9923 0.7967 0.8741 6.8 4.2 -1.6
O 3.0793 1.3802 0.7310 -0.7 -0.8 1.7
O -1.1839 0.3097 0.7279 3.1 0.6 1.5
C -2.0203 0.2449 -0.2263 -4.9 -3.0 1.9
O -3.1775 -0.0519 0.0213 0.0 1.3 -1.1
C -1.3378 -0.0832 -1.4419 -4.2 1.7 -8.9
O -0.1162 -0.1381 -1.2842 4.9 -0.4 1.4
O -1.7878 -0.0810 -2.6092 0.3 -0.5 3.3
O -1.9745 -2.4480 1.2608 0.8 -0.7 0.7
H -2.0473 -2.9858 2.0741 0.2 0.6 -0.3
H -2.0742 -1.5127 1.4825 0.2 0.3 0.6
O -1.2758 3.1985 0.4610 1.0 -0.2 0.1
H -0.8941 2.9279 1.3133 -0.3 0.2 -0.5
H -2.2205 3.0093 0.4764 -0.3 0.3 0.1
O -4.3264 1.6933 -2.2986 0.2 0.8 -1.8
H -4.4514 2.0416 -1.4540 0.1 1.4 2.2
H -4.5897 0.8112 -2.1434 -0.1 -1.9 -0.5
O 3.7080 0.1755 3.8009 0.2 -0.2 1.8
H 3.9516 -0.1108 4.7134 -0.3 0.5 -1.0
H 4.4278 -0.1503 3.2547 0.4 -0.3 -0.8
O 0.7727 -0.1090 -4.5988 1.6 1.6 0.8
H 0.9827 0.3656 -3.7464 -0.8 -1.1 -1.4
H 0.0868 -0.7433 -4.4500 -0.9 -0.5 0.7
O -1.8383 -0.0084 3.4683 -0.5 1.5 -0.8
H -1.5312 0.8736 3.1249 -0.4 -1.4 0.6
H -1.0375 -0.4652 3.6838 0.9 -0.2 0.4
O -2.7641 1.0439 -4.9953 0.5 0.5 -1.3
H -2.6551 0.5065 -4.2199 -0.3 -0.3 1.1
H -1.9442 1.5508 -5.0529 -0.2 0.1 0.2
O 5.8634 1.6492 1.9522 1.2 -0.5 0.2
H 4.9363 1.7488 2.0819 -1.4 0.4 0.2
H 6.0624 2.2158 1.2108 0.1 0.3 -0.2
O 2.7346 3.9906 -0.5331 0.9 0.8 -1.7
H 3.0946 4.2425 -1.4247 -0.7 -0.2 1.2
H 2.7135 3.0371 -0.5659 -0.3 -0.7 0.2
O 2.6422 -2.5281 4.5302 -0.7 -0.5 0.1
H 2.7283 -1.9848 3.7423 0.3 0.2 -0.1
H 3.4454 -2.4596 5.0379 0.4 0.1 0.0
O 0.2595 3.1724 -2.1305 0.8 -0.6 -0.9
H 0.8592 2.4361 -2.3429 -0.3 0.5 0.0
H -0.3593 2.7568 -1.5388 -0.6 0.2 0.8
O -2.8589 -2.8557 -1.2521 -0.6 0.1 -0.9
H -2.3650 -2.8034 -0.4498 0.4 -0.1 0.7
H -2.2246 -3.1081 -1.9667 -0.2 -0.1 0.1
O -1.2115 -3.3150 -3.2084 0.4 -1.3 0.7
H -1.5809 -2.7272 -3.8464 -0.2 1.2 -0.9
H -0.3934 -2.9647 -2.8047 -0.2 0.0 -0.3
O -1.8327 -1.5182 -5.3386 0.5 0.5 -0.1
H -1.2914 -1.9240 -6.0138 0.2 -0.3 -0.3
H -1.7657 -0.5529 -5.5224 -0.6 -0.5 0.2
O 5.4196 0.1647 -0.4346 1.1 -1.0 -0.2
H 4.6978 0.7368 -0.5407 -1.8 1.2 -1.0
H 5.4705 0.2817 0.5121 0.8 -0.5 1.0
O -4.9518 0.7521 1.9407 -0.3 0.1 -0.3
H -4.3588 0.1995 1.3993 0.0 -0.1 0.2
H -5.8106 0.6255 1.5072 0.3 0.0 0.3
O 1.1768 1.1314 4.0618 -1.1 0.9 0.7
H 1.3703 1.7877 4.7715 0.0 -0.9 -1.0
H 1.9873 0.6753 3.8337 0.8 0.1 0.2
O -4.2485 -1.1248 -3.1806 -0.4 0.6 -2.7
H -4.9406 -1.1062 -2.5753 -2.3 -0.2 1.4
H -3.5480 -1.3577 -2.6258 2.2 -0.8 1.3
O 1.0039 -2.8657 -1.8572 0.5 0.2 0.6
H 1.6737 -2.2146 -2.0745 0.1 0.1 -0.3
H 0.9658 -2.8343 -0.8833 -0.3 -0.5 -0.3
O 4.1568 4.5100 1.6448 0.5 -0.4 -0.1
H 4.8882 5.0411 1.3303 0.3 0.4 0.3
H 3.9178 4.0438 0.8208 -0.6 0.3 0.3
O -4.5456 -2.5642 1.6785 -1.8 -0.3 0.6
H -4.9380 -3.4153 1.3980 0.9 0.8 0.0
H -3.6057 -2.5140 1.5042 -0.3 -0.6 -0.7
O 5.3574 -1.4126 2.0557 -0.4 0.7 -1.0
H 4.5517 -1.7200 1.5965 0.4 0.4 0.2
H 5.4662 -2.0115 2.7646 0.4 -1.2 1.1
O -3.8696 2.9314 0.5454 -1.5 -0.9 0.9
H -4.7633 3.1923 0.2500 0.8 0.1 0.2
H -4.0753 2.2093 1.2238 0.0 0.9 -0.9
O 0.6246 -3.7596 0.9069 -1.2 -0.2 0.0
H 1.3028 -3.1021 1.0306 0.4 0.2 0.5
H -0.2222 -3.2872 1.1096 1.1 -0.4 -0.4